<a>
C3H5NS | ωB97M-V/def2-TZVPD

Output
**HOMO-LUMO gap (alpha / beta)**: 7.462 / 6.986 eV
**Spin multiplicity**: 3
**Charge**: 0
**HOMO energy (alpha / beta)**: -0.2507 / -0.3554 hartree
**⟨S²⟩**: 2.032

The geometry in XYZ format:
```
10
C3H5NS ωB97M-V/def2-TZVPD
C -0.2854 -0.0410 -0.1118
C 2.2112 0.8650 0.0012
C -1.6649 -0.4737 0.0120
N 0.1857 1.0956 0.0188
S 2.7279 -0.6739 0.0174
H 0.3836 -0.8824 -0.4431
H 2.6968 1.7954 0.3682
H -2.0891 0.0524 0.7644
H -2.2808 -0.1869 -0.9696
H -1.8850 -1.5504 0.3426
```


<b>
C3H5NS | ωB97M-V/def2-TZVPD

Output
**HOMO-LUMO gap (alpha / beta)**: 7.781 / 9.132 eV
**Spin multiplicity**: 3
**Charge**: 0
**HOMO energy (alpha / beta)**: -0.2542 / -0.3868 hartree
**⟨S²⟩**: 2.009

The geometry in XYZ format:
```
10
C3H5NS ωB97M-V/def2-TZVPD
C -2.0625 0.9030 -0.5984
C 1.1430 -0.7411 -0.3333
C 0.3572 -1.0830 0.9030
N -1.4246 1.5983 -1.1998
S -0.1063 0.0782 1.9243
H 2.2111 -1.1118 -0.1008
H 0.8778 -1.3985 -1.1495
H 1.2658 0.1646 -0.8374
H -2.6971 0.3135 0.1003
H 0.4356 1.2767 1.2916
```


Going by the energies, <b> is most stable and the next is 0.0110 hartree up.


<a>
C7H12N3S | ωB97M-V/def2-TZVPD

Output
**HOMO-LUMO gap (alpha / beta)**: 6.531 / 6.530 eV
**Charge**: +1
**HOMO energy (alpha / beta)**: -0.4411 / -0.4411 hartree

The geometry in XYZ format:
```
23
C7H12N3S ωB97M-V/def2-TZVPD
C -2.5127 -0.8803 0.0043
C -1.3778 -0.8329 0.4890
C 1.8815 1.1516 0.8811
C 2.9420 0.6091 -0.0978
C 1.4276 -1.5754 -0.8772
C 0.3935 0.8328 0.6310
C -3.8654 -1.3733 -0.0469
N -0.4832 2.2994 -0.9840
N -0.0208 1.1753 -0.7686
N -0.1092 -0.5721 0.8426
S 2.8658 -1.2133 -0.1883
H 1.9832 0.7130 1.9510
H 2.1230 2.1406 0.7711
H 2.7345 1.1121 -1.1560
H 3.8193 0.9636 0.3761
H 1.0193 -2.5481 -0.9958
H 0.6812 -0.8963 -1.4702
H -0.2923 1.5859 1.1136
H -4.6876 -0.6368 0.3786
H -4.1074 -1.4627 -1.0183
H -4.0091 -2.2655 0.4499
H -0.6628 2.4627 -2.0283
H 0.2574 -0.7894 1.7433
```


<b>
C7H12N3S | ωB97M-V/def2-TZVPD

Output
**HOMO-LUMO gap**: 6.559 eV
**Charge**: +1
**HOMO energy**: -0.4566 hartree

The geometry in XYZ format:
```
23
C7H12N3S ωB97M-V/def2-TZVPD
C -3.8938 0.8723 0.5347
C -2.6070 0.5994 0.8979
C -3.0377 -0.6003 -0.8316
C 2.7186 0.8529 0.4724
C 3.0968 0.0687 -0.7844
C 1.8421 -0.1386 1.2292
C 1.8115 -0.6848 -1.0951
N -4.1498 0.1036 -0.5623
N -2.0959 -0.3065 0.0293
N 1.2267 -0.9618 0.2024
S 0.0650 -1.9828 0.4534
H -4.6166 1.5362 0.9595
H -2.0361 0.9985 1.7105
H -2.9385 -1.2985 -1.6380
H 3.5895 1.1556 1.0478
H 2.1492 1.7458 0.2111
H 3.4150 0.7092 -1.6013
H 3.9001 -0.6352 -0.5642
H 2.4419 -0.7839 1.8797
H 1.0707 0.3277 1.8450
H 1.1080 -0.0557 -1.6561
H 1.9525 -1.6089 -1.6572
H -5.0123 0.0871 -1.0826
```


Going by the energies, <b> is most stable and the next is 0.2177 hartree up.


<a>
C3H11N3O2 | ωB97M-V/def2-TZVPD

Output
**HOMO-LUMO gap**: 3.797 eV
**Charge**: 0
**HOMO energy**: -0.3412 hartree

The geometry in XYZ format:
```
19
C3H11N3O2 ωB97M-V/def2-TZVPD
C 0.2060 -0.3870 0.6247
N 1.5876 -0.8252 -0.2714
C 1.7145 0.4758 0.1903
N 2.3385 1.0345 1.3112
O -0.0094 -1.1859 -2.2627
C -0.8599 0.6713 0.0681
N -1.0551 1.0212 -1.3275
H -0.2275 -1.3885 0.4356
H 0.3694 -0.1422 1.6686
H 1.0265 -1.0449 -1.0992
H 2.6590 0.3810 1.9509
H 1.6461 1.2894 -0.5212
H -0.5313 1.5213 0.5601
H -1.8739 0.3636 0.4372
H -1.9879 0.6278 -1.5945
H -0.5302 0.4034 -1.9962
H 0.3141 -1.5225 -3.1582
H -2.6528 -0.5614 2.8819
O -2.1335 -0.7317 2.1024
```


<b>
C3H11N3O2 | ωB97M-V/def2-TZVPD

Output
**HOMO-LUMO gap**: 9.610 eV
**Charge**: 0
**HOMO energy**: -0.3368 hartree

The geometry in XYZ format:
```
19
C3H11N3O2 ωB97M-V/def2-TZVPD
C 1.6974 -1.5735 0.9380
N 2.0477 -0.8946 -0.3007
O 2.5961 0.4111 0.0346
H 3.4700 0.3903 -0.3746
H -1.4425 0.9845 -1.6187
H 2.6014 -2.0259 1.3467
H 0.9901 -2.3650 0.6795
H 1.2188 -0.9268 1.6826
C -2.4895 -0.3294 -0.0986
N -0.2809 0.8054 -1.4182
C -1.6223 0.8912 -0.2155
O 0.5043 1.8906 -1.3639
N -1.3504 1.7529 0.6609
H 0.8701 1.9032 -0.4455
H 1.1838 -0.6243 -0.7720
H -1.8375 1.6346 1.5468
H -2.8960 -0.4504 0.9054
H -3.3225 -0.2497 -0.7997
H -1.9381 -1.2243 -0.3870
```


Going by the energies, <b> is most stable and the next is 0.2320 hartree up.


<a>
C6H9F | ωB97M-V/def2-TZVPD

Output
**HOMO-LUMO gap (alpha / beta)**: 8.226 / 7.484 eV
**Charge**: 0
**HOMO energy (alpha / beta)**: -0.3281 / -0.2747 hartree

The geometry in XYZ format:
```
16
C6H9F ωB97M-V/def2-TZVPD
C -2.5446 -1.0760 0.8048
C 0.8348 0.2449 -2.4224
C -1.4237 -1.2663 0.1404
C 0.3910 -0.4955 -1.3745
C 1.1452 1.7826 1.2682
C -0.9612 -0.6753 -1.0470
F -1.8970 -0.0362 -1.7276
H -2.5805 -1.4136 1.8331
H -2.9877 -0.1032 0.6244
H 1.8550 0.5373 -2.3563
H 0.1116 0.7380 -3.1055
H -0.8291 -2.0967 0.4103
H 1.0715 -0.8365 -0.6466
H 1.3572 2.0322 0.2143
H 0.2367 1.3491 1.5915
H 1.9039 1.8655 2.0339
```


<b>
C6H9F | ωB97M-V/def2-TZVPD

Output
**HOMO-LUMO gap (alpha / beta)**: 7.712 / 7.713 eV
**Charge**: 0
**HOMO energy (alpha / beta)**: -0.2814 / -0.2814 hartree

The geometry in XYZ format:
```
16
C6H9F ωB97M-V/def2-TZVPD
C 0.9237 0.2976 0.1114
C -0.3157 1.9670 1.6070
C 0.1615 0.7177 1.4402
C 0.2374 -1.0819 -0.3686
C -0.8627 -0.7419 0.5598
C -0.1818 -1.2291 -1.8396
F -1.9259 -0.1879 -0.1626
H 0.6107 0.9808 -0.7507
H 1.9021 0.0529 0.2791
H -0.5618 2.2114 2.5710
H -0.4595 2.5332 0.6495
H 0.5612 0.3593 2.3351
H 0.9236 -1.8304 0.1419
H 0.7424 -1.4396 -2.3819
H -0.8256 -0.4175 -2.3562
H -0.9297 -2.1918 -1.8354
```


Going by the energies, <a> is most stable and the next is 0.0288 hartree up.


<a>
C6H15NO | ωB97M-V/def2-TZVPD

Output
**HOMO-LUMO gap**: 9.605 eV
**Charge**: 0
**HOMO energy**: -0.3322 hartree
**SMILES string**: C/C=C/CCCN.O

The geometry in XYZ format:
```
23
C6H15NO ωB97M-V/def2-TZVPD
C -3.1351 -0.8025 0.5876
C -1.7106 -0.3844 0.1313
C -0.7405 -0.9808 0.7871
C 0.7353 -1.3294 0.6596
C 1.7074 -0.1960 0.6273
C 1.2360 1.2687 0.6758
N 0.9771 2.0218 1.9620
H -3.2318 -0.7795 1.6878
H -4.0156 -0.2565 0.0448
H -3.2975 -1.7546 -0.0150
H -1.4829 0.2899 -0.6529
H -1.0979 -1.4114 1.7766
H 0.9125 -1.9980 -0.2870
H 0.8034 -2.0053 1.5418
H 2.2534 -0.1505 -0.2975
H 2.5159 -0.3553 1.3687
H 1.9050 1.9493 0.1559
H 0.2640 1.2820 0.2077
H 1.8312 2.1242 2.5354
H 0.2624 1.6027 2.5213
O 0.6147 0.1287 -4.5859
H 1.0366 -0.0763 -3.7134
H 1.0298 0.9035 -4.7328
```


<b>
C6H15NO | ωB97M-V/def2-TZVPD

Output
**HOMO-LUMO gap**: 8.429 eV
**Charge**: 0
**HOMO energy**: -0.2751 hartree
**SMILES string**: C/C=C(/C)N.CCO

The geometry in XYZ format:
```
23
C6H15NO ωB97M-V/def2-TZVPD
C -2.2287 -0.5757 -0.4242
C -1.2371 -0.2093 0.6559
C -0.8397 1.0767 0.9207
C -0.3715 1.5067 2.2762
N -0.5515 1.9299 -0.1157
H -2.0495 -0.0015 -1.3341
H -2.1338 -1.6359 -0.6645
H -3.2618 -0.4103 -0.1057
H -1.3028 -0.8618 1.5184
H 0.6789 1.2223 2.4187
H -0.9601 1.0443 3.0616
H -0.4313 2.5833 2.4016
H -0.4084 1.4343 -1.0086
H 0.2092 2.5716 0.0585
C 1.6319 -1.9433 -1.2997
C 1.2893 -0.4734 -1.1121
O 2.1871 0.1960 -0.2374
H 2.6525 -2.0776 -1.6721
H 0.9554 -2.3959 -2.0222
H 1.5451 -2.4730 -0.3511
H 1.3063 0.0264 -2.0932
H 0.2305 -0.4497 -0.4424
H 3.0903 -0.0840 -0.4285
```


Going by the energies, <b> is most stable and the next is 0.0386 hartree up.


<a>
C6H15NO | ωB97M-V/def2-TZVPD

Output
**HOMO-LUMO gap**: 8.408 eV
**Charge**: 0
**HOMO energy**: -0.2783 hartree
**SMILES string**: CCC(=CN)CC.O

The geometry in XYZ format:
```
23
C6H15NO ωB97M-V/def2-TZVPD
C 1.7435 1.4527 -0.4568
C 0.7884 0.1224 -0.1898
C -0.4825 0.1390 0.6110
C -1.4479 1.0933 0.4681
N -1.3581 2.0909 -0.5335
C -0.3888 -0.9340 1.6721
C 0.0963 -2.4137 1.1852
H 1.3467 2.4139 -0.3211
H 2.6208 1.2823 0.3057
H 2.3440 1.3523 -1.3928
H 0.5068 -0.1402 -1.2924
H 1.7032 -0.5083 0.2929
H -2.4040 1.0982 1.0671
H -2.3012 2.5941 -0.7344
H -0.6169 2.1365 -1.1621
H 0.3143 -0.6613 2.4290
H -1.2712 -1.0963 2.2832
H -0.4189 -3.1146 1.8582
H 1.1896 -2.4144 1.2067
H -0.3103 -2.7285 0.2263
O -0.7039 -0.3156 -2.7347
H -1.0111 -0.6132 -1.7880
H 0.0611 -0.8357 -2.9998
```


<b>
C6H15NO | ωB97M-V/def2-TZVPD

Output
**HOMO-LUMO gap**: 10.530 eV
**Charge**: 0
**HOMO energy**: -0.3586 hartree
**SMILES string**: CC(N)=O.CC(C)C

The geometry in XYZ format:
```
23
C6H15NO ωB97M-V/def2-TZVPD
C 1.7719 0.0495 1.1723
C 0.6145 0.2007 2.1203
N -0.4033 1.0336 1.7497
O 0.5280 -0.4955 3.1200
H 2.7106 0.0246 1.7162
H 1.7659 0.7348 0.3300
H 1.8337 -0.9727 0.7811
H -1.1609 1.2464 2.3749
H -0.4499 1.3793 0.8075
C -0.1272 -1.5615 -2.2260
C -0.4692 -0.2915 -1.4682
C 0.2836 0.9433 -1.9516
C -1.9819 0.0207 -1.5458
H 0.9362 -1.7840 -2.1262
H -0.3506 -1.4051 -3.2876
H -0.7096 -2.4062 -1.8633
H -0.2664 -0.3893 -0.4149
H 0.2217 1.0156 -3.0307
H 0.0243 1.8563 -1.4192
H 1.3675 0.7678 -1.9274
H -2.5732 -0.8932 -1.5403
H -2.2851 0.6032 -0.6728
H -2.2091 0.6480 -2.4100
```


Going by the energies, <b> is most stable and the next is 0.1100 hartree up.


<a>
C6H15NO | ωB97M-V/def2-TZVPD

Output
**HOMO-LUMO gap**: 8.527 eV
**Charge**: 0
**HOMO energy**: -0.2879 hartree
**SMILES string**: CC/C(C)=C(/C)N.O

The geometry in XYZ format:
```
23
C6H15NO ωB97M-V/def2-TZVPD
C 0.5729 0.0266 3.1686
C -0.6818 -0.1538 2.2334
C -0.4944 -0.2679 0.7367
C 0.3202 -1.4504 0.2282
C -1.0299 0.5560 -0.2136
C -1.1417 0.4024 -1.6250
N -1.8787 1.6374 0.3648
H 0.4468 -0.3802 4.2201
H 0.9138 1.0657 3.1013
H 1.4575 -0.2213 2.5071
H -1.3442 -0.9249 2.6437
H -1.2948 0.7288 2.3017
H 0.8038 -1.2125 -0.8413
H 1.2003 -1.4680 0.8855
H -0.2665 -2.4907 0.0337
H -1.9651 -0.2880 -2.0115
H -1.1401 1.2242 -2.2124
H -0.2682 -0.1726 -2.0103
H -1.7815 1.9415 1.3214
H -2.8247 1.6044 0.0508
O 3.4834 -0.6058 -3.9466
H 2.9957 -0.7735 -4.6755
H 3.0794 0.0743 -3.4650
```


<b>
C6H15NO | ωB97M-V/def2-TZVPD

Output
**HOMO-LUMO gap**: 9.605 eV
**Charge**: 0
**HOMO energy**: -0.3201 hartree
**SMILES string**: CCN(C)[C@@H](C)CO

The geometry in XYZ format:
```
23
C6H15NO ωB97M-V/def2-TZVPD
C -1.1321 -2.1581 -0.9209
C -0.7288 -0.7203 -0.7232
N 0.4631 -0.5873 0.1274
C 1.6550 -0.9440 -0.6506
C 0.6114 0.7912 0.6027
C 0.4517 1.9440 -0.4050
C -0.2532 0.9999 1.8692
O -1.4959 1.6909 1.6651
H -1.6931 -2.5356 -0.0608
H -0.3432 -2.8974 -1.0404
H -1.8111 -2.3231 -1.7585
H -1.5513 -0.1837 -0.2467
H -0.6463 -0.1523 -1.6573
H 1.9475 -0.1818 -1.3724
H 2.4807 -1.0968 0.0483
H 1.5167 -1.8923 -1.1659
H 1.5936 0.8679 1.0388
H -0.5440 2.3545 -0.2392
H 0.6012 1.6639 -1.4407
H 1.2435 2.6858 -0.2721
H -0.4228 0.0264 2.3149
H 0.2725 1.5888 2.6114
H -2.2149 1.0594 1.6760
```


Going by the energies, <b> is most stable and the next is 0.0607 hartree up.


<a>
C6H15NO | ωB97M-V/def2-TZVPD

Output
**HOMO-LUMO gap**: 9.379 eV
**Charge**: 0
**HOMO energy**: -0.3106 hartree
**SMILES string**: CCCC/C=C/N.O

The geometry in XYZ format:
```
23
C6H15NO ωB97M-V/def2-TZVPD
C -1.0839 -1.0365 -2.0582
C 0.0722 -0.0222 -2.3124
C 1.3808 -0.5004 -1.5384
C 1.5700 0.1791 -0.2338
C 0.7138 -0.5568 0.8896
C 0.3467 0.1333 1.9498
N -0.5470 -0.2847 2.9546
H -1.3025 -1.1800 -1.0060
H -1.9309 -0.6396 -2.6323
H -0.8422 -1.8705 -2.7470
H 0.3105 -0.0717 -3.3922
H -0.2082 1.0338 -2.1154
H 2.1068 -0.1611 -2.3105
H 1.2985 -1.5882 -1.5079
H 2.6265 0.1237 0.1443
H 1.4657 1.2768 -0.2182
H 0.5101 -1.6007 0.7140
H 0.5599 1.1968 2.2378
H -0.4257 -1.1449 3.4831
H -0.4527 0.4011 3.7031
O -2.1529 2.4536 2.1448
H -2.3729 1.5838 2.5012
H -1.6424 2.2754 1.3498
```


<b>
C6H15NO | ωB97M-V/def2-TZVPD

Output
**HOMO-LUMO gap**: 10.055 eV
**Charge**: 0
**HOMO energy**: -0.3374 hartree
**SMILES string**: C=C(C)CCCN.O

The geometry in XYZ format:
```
23
C6H15NO ωB97M-V/def2-TZVPD
C -0.5088 2.7679 -0.3437
C 0.2374 1.9886 0.4378
C 0.5906 2.3750 1.8385
C 0.8804 0.7459 -0.0905
C 0.2601 -0.5404 0.5466
C -1.2033 -0.7489 0.0639
N -1.3370 -1.9871 -0.7518
H -0.6281 2.4905 -1.3839
H -0.9421 3.6947 -0.0016
H 1.5508 1.9292 2.1274
H -0.0920 2.0007 2.5683
H 0.8351 3.4145 2.0461
H 0.6624 0.5649 -1.1463
H 1.9584 0.7338 0.0727
H 0.2684 -0.4282 1.6312
H 0.8147 -1.4084 0.2134
H -1.7158 -0.9838 0.9829
H -1.6604 0.1107 -0.4174
H -1.6227 -1.8359 -1.7050
H -1.8606 -2.6681 -0.2345
O 1.1009 -3.2751 -1.4220
H 0.2673 -2.7937 -1.2046
H 0.8519 -4.1958 -1.3391
```


Going by the energies, <b> is most stable and the next is 0.0259 hartree up.